Entry 1:
{"formula": "C18H50Ba2O16", "method": "the ωB97M-V functional and the def2-TZVPD basis", "elements": ["Ba", "Ba", "C", "C", "C", "O", "C", "C", "C", "O", "O", "O", "H", "H", "C", "O", "H", "H", "H", "H", "C", "O", "H", "H", "H", "H", "C", "O", "H", "H", "H", "H", "C", "O", "H", "H", "H", "H", "C", "O", "H", "H", "H", "H", "C", "O", "H", "H", "H", "H", "C", "O", "H", "H", "H", "H", "C", "O", "H", "H", "H", "H", "C", "O", "H", "H", "H", "H", "C", "O", "H", "H", "H", "H", "C", "O", "H", "H", "H", "H", "C", "O", "H", "H", "H", "H"], "positions_angstrom": [[4.10512, 3.94295, 1.53979], [-2.49182, -2.10265, -1.38551], [-0.16060, 1.47567, 0.88684], [-0.55965, 0.35713, 0.15865], [0.46329, -0.35629, -0.76022], [0.07745, -1.34801, -1.44659], [1.76449, 0.12214, -0.76184], [2.16413, 1.19831, 0.03763], [1.13542, 1.96215, 0.84968], [1.44668, 2.99163, 1.52649], [3.35228, 1.59681, 0.00213], [-1.73272, -0.08869, 0.21965], [-0.91939, 1.94896, 1.49591], [2.53024, -0.37006, -1.34795], [5.40919, -0.02834, -2.88946], [5.48160, 1.11854, -2.06186], [5.97994, 0.16073, -3.79554], [5.79699, -0.93135, -2.40699], [4.37506, -0.24221, -3.19102], [4.80496, 0.97645, -1.38922], [-0.94550, -4.92254, -3.82721], [-0.69516, -3.84660, -2.92316], [-2.02581, -5.03995, -3.93344], [-0.59162, -4.70998, -4.83762], [-0.52468, -5.86376, -3.47588], [0.26574, -3.67059, -2.90837], [2.12520, -1.73495, 2.30711], [3.26021, -2.08778, 3.09322], [1.25073, -2.32520, 2.59546], [1.95144, -0.67030, 2.43432], [2.29784, -1.96925, 1.24954], [3.23853, -3.03111, 3.27457], [-1.59840, 4.48601, 3.21557], [-0.54853, 3.65531, 3.68874], [-1.24189, 5.46413, 2.87788], [-2.18940, 4.01875, 2.41837], [-2.29480, 4.68192, 4.03089], [-0.04060, 3.38150, 2.91652], [1.59062, 2.07573, -3.59149], [1.90756, 3.21188, -4.36572], [2.38683, 1.33835, -3.69098], [1.47645, 2.29014, -2.52285], [0.67550, 1.56618, -3.92405], [1.24051, 3.88401, -4.19829], [-5.18899, -2.58961, 1.05791], [-3.88343, -1.99003, 0.90333], [-5.82094, -1.86461, 1.56981], [-5.63380, -2.88589, 0.11073], [-5.13091, -3.48666, 1.67699], [-3.61985, -1.66513, 1.77094], [-1.96355, 3.42165, -1.29480], [-2.19710, 4.43559, -2.24698], [-2.12543, 2.41485, -1.70137], [-0.92467, 3.48105, -0.97237], [-2.58713, 3.56226, -0.40567], [-3.12069, 4.41068, -2.51175], [5.56986, -1.13014, 1.25519], [6.52553, -0.29683, 0.59766], [5.83536, -2.18478, 1.16184], [5.53735, -0.89428, 2.32325], [4.58865, -0.94085, 0.82659], [7.41346, -0.59132, 0.81777], [-5.62886, -0.37092, -1.95265], [-4.29935, -0.13889, -1.48169], [-5.65866, -0.98087, -2.85169], [-6.13571, -0.94866, -1.16723], [-6.23160, 0.53219, -2.01977], [-4.27215, 0.58360, -0.82356], [-4.34084, 1.59411, 2.20319], [-3.93473, 1.35421, 0.86873], [-4.81669, 0.71350, 2.64678], [-3.50480, 1.90649, 2.83604], [-5.05641, 2.41422, 2.23183], [-3.05526, 0.94062, 0.83091], [-0.35259, 0.52189, 4.11391], [-0.60916, -0.84764, 4.38761], [0.47962, 0.63906, 3.41117], [-1.23496, 0.95169, 3.64267], [-0.20152, 1.08298, 5.03667], [0.04891, -1.19371, 4.99641], [2.03826, -4.04432, -0.96388], [1.97753, -3.22557, -2.12798], [1.77193, -5.07511, -1.19842], [3.04591, -4.01300, -0.54916], [1.33505, -3.68163, -0.20594], [1.36889, -2.48599, -1.98675]], "lowdin_charge": [1.937, 2.093, 0.002, -0.294, -0.308, -0.208, 0.015, -0.359, -0.352, -0.205, -0.144, -0.173, 0.115, 0.130, -0.155, -0.135, 0.084, 0.078, 0.063, 0.011, -0.118, -0.273, 0.079, 0.094, 0.091, 0.046, -0.143, -0.112, 0.086, 0.064, 0.056, 0.088, -0.145, -0.130, 0.080, 0.061, 0.086, 0.013, -0.166, -0.092, 0.074, 0.058, 0.083, 0.078, -0.098, -0.321, 0.097, 0.079, 0.095, 0.094, -0.169, -0.100, 0.076, 0.067, 0.075, 0.083, -0.151, -0.129, 0.088, 0.071, 0.056, 0.082, -0.110, -0.336, 0.089, 0.072, 0.101, 0.053, -0.115, -0.157, 0.078, 0.071, 0.091, 0.021, -0.155, -0.116, 0.052, 0.059, 0.090, 0.081, -0.127, -0.140, 0.084, 0.083, 0.071, 0.011], "charge": 2, "gap_ev": 6.7}


Entry 2:
{"formula": "C24H23Br2ClIMoN5O3", "method": "the ωB97M-V functional and the def2-TZVPD basis", "elements": ["Mo", "C", "C", "O", "C", "C", "C", "C", "C", "C", "O", "H", "H", "H", "H", "H", "H", "H", "Cl", "C", "C", "C", "I", "C", "O", "C", "N", "C", "C", "C", "C", "H", "H", "H", "H", "Br", "C", "Br", "H", "H", "N", "C", "C", "N", "C", "H", "H", "H", "H", "C", "N", "C", "C", "N", "H", "H", "H", "H", "H", "H"], "positions_angstrom": [[-0.10352, -0.21302, -0.05255], [-4.01298, 1.54262, -0.93761], [-2.82833, 0.65108, -1.13107], [-1.85887, 0.85898, -0.35307], [-2.81106, -0.35633, -2.16411], [-3.86449, -0.38612, -3.10469], [-3.88532, -1.30307, -4.12560], [-2.85036, -2.23585, -4.22705], [-1.81269, -2.24991, -3.31971], [-1.77856, -1.31781, -2.28105], [-0.76587, -1.41906, -1.41696], [-3.85823, 2.16410, -0.06134], [-4.92138, 0.95226, -0.81865], [-4.15106, 2.18094, -1.81242], [-4.66888, 0.33095, -3.02971], [-4.69654, -1.30844, -4.83898], [-2.86610, -2.96715, -5.02490], [-1.02350, -2.98644, -3.37692], [2.17333, -5.83393, 3.28155], [1.24190, -4.50888, 2.69916], [-0.05921, -4.36563, 3.08380], [-0.84585, -3.27337, 2.63278], [-2.79204, -3.09519, 3.28939], [-0.30366, -2.35508, 1.77338], [-0.95514, -1.26021, 1.32155], [1.03983, -2.51309, 1.35907], [1.52053, -1.55487, 0.51036], [2.79712, -1.57158, 0.16761], [3.67057, -2.57815, 0.59344], [3.19054, -3.57842, 1.40254], [1.84741, -3.56234, 1.82118], [-0.49970, -5.09101, 3.75325], [3.14632, -0.76012, -0.45902], [4.70333, -2.55481, 0.27904], [3.83858, -4.37668, 1.73924], [3.42715, 2.90408, -0.72204], [2.64159, 4.60592, -0.29099], [0.76554, 4.52495, 0.15453], [2.74042, 5.24679, -1.15655], [3.16276, 5.00457, 0.56851], [1.64601, 1.04859, -3.77746], [0.79251, 2.11458, -3.61543], [0.26451, 1.97762, -2.37570], [0.78942, 0.84237, -1.78033], [1.61091, 0.30581, -2.66926], [2.20472, 0.85086, -4.59290], [0.65088, 2.85877, -4.37832], [-0.41818, 2.62579, -1.85706], [2.17014, -0.60701, -2.55080], [-0.28639, 3.42876, 3.75941], [0.65134, 2.31744, 3.52054], [1.46353, 1.81480, 4.64327], [0.65273, 1.69812, 2.39482], [0.65061, 1.14479, 1.37016], [0.27742, 4.28828, 4.11618], [-1.02044, 3.12467, 4.50383], [-0.78017, 3.68417, 2.82655], [2.02920, 2.64550, 5.05973], [2.14922, 1.05652, 4.27565], [0.80843, 1.38890, 5.40172]], "lowdin_charge": [1.786, 0.021, -0.303, -0.129, -0.090, -0.001, -0.042, -0.023, 0.013, -0.279, -0.239, 0.097, 0.111, 0.110, 0.118, 0.120, 0.124, 0.127, 0.774, -0.588, -0.137, -0.646, 1.026, -0.380, -0.277, -0.150, -0.024, -0.089, -0.008, 0.028, -0.151, 0.106, 0.104, 0.123, 0.111, 0.598, -1.021, 0.628, 0.006, 0.003, 0.108, -0.042, -0.156, -0.103, -0.182, 0.177, 0.134, 0.077, 0.135, 0.002, -0.152, 0.015, -0.226, 0.065, 0.105, 0.105, 0.074, 0.104, 0.100, 0.104], "s2": 2.025, "charge": 2, "gap_ev": [5.9, 6.7], "spin_multiplicity": 3}


Entry 3:
{"formula": "CH5OPS", "method": "the ωB97M-V functional and the def2-TZVPD basis", "elements": ["C", "P", "S", "H", "H", "H", "O", "H", "H"], "positions_angstrom": [[0.72820, -0.92927, 0.36481], [1.90280, 0.23123, -0.55963], [3.59563, -0.08307, 0.28342], [0.26626, -1.73665, -0.12655], [-0.11320, -0.30591, 0.78379], [1.09946, -1.49809, 1.19144], [-2.31864, 1.10533, -0.50413], [-3.25773, 1.45539, -0.31502], [-1.90278, 1.76104, -1.11814]], "lowdin_charge": [-0.447, 0.344, 0.074, -0.002, 0.029, 0.001, -0.123, 0.078, 0.046], "smiles": "CP=S.O", "charge": 0, "gap_ev": 7.6}


Entry 4:
{"formula": "C21H37AgFGeN3O9", "method": "the ωB97M-V functional and the def2-TZVPD basis", "elements": ["Ag", "C", "C", "C", "C", "O", "Ge", "O", "C", "C", "C", "C", "O", "C", "C", "C", "C", "H", "H", "H", "H", "H", "H", "H", "H", "H", "H", "H", "H", "H", "H", "H", "H", "H", "H", "H", "H", "H", "H", "H", "H", "H", "H", "H", "N", "C", "C", "C", "O", "O", "H", "H", "H", "H", "H", "H", "F", "C", "C", "N", "C", "C", "O", "O", "C", "O", "N", "C", "O", "H", "H", "H", "H"], "positions_angstrom": [[0.04624, -0.21349, -0.19872], [3.01476, -3.83870, -1.17439], [1.62861, -3.24721, -0.93452], [0.95703, -3.94066, 0.24851], [0.75260, -3.40365, -2.17548], [1.73664, -1.87648, -0.59333], [2.79564, -0.52794, -1.39762], [2.08560, 0.51069, 0.05517], [2.71368, 1.43100, 0.93725], [1.66017, 2.42511, 1.40405], [3.82600, 2.16858, 0.19486], [3.29028, 0.65166, 2.11779], [1.29633, 0.09893, -2.28805], [0.97786, 0.37651, -3.64073], [0.98585, 1.89535, -3.81036], [-0.42283, -0.16843, -3.89774], [1.99049, -0.26507, -4.58792], [2.94591, -4.91775, -1.33353], [3.65913, -3.65347, -0.31290], [3.48663, -3.39431, -2.05276], [0.83093, -5.01046, 0.06397], [-0.02695, -3.49622, 0.40361], [1.56047, -3.80793, 1.14929], [0.60351, -4.45856, -2.42263], [1.22007, -2.91361, -3.03078], [-0.21734, -2.93883, -1.99761], [1.23855, 2.95035, 0.54619], [2.09510, 3.15579, 2.08991], [0.83688, 1.91691, 1.90534], [3.42059, 2.65415, -0.69390], [4.61662, 1.48408, -0.11658], [4.26653, 2.93399, 0.83812], [2.49081, 0.13109, 2.64711], [3.79910, 1.31371, 2.82303], [4.00251, -0.09455, 1.76159], [0.27724, 2.33600, -3.10984], [0.70883, 2.18152, -4.82886], [1.98346, 2.28704, -3.59798], [-1.13137, 0.28812, -3.20548], [-0.44351, -1.24741, -3.74416], [-0.73642, 0.04574, -4.92345], [2.99273, 0.12900, -4.40875], [1.72364, -0.06245, -5.62775], [2.01740, -1.34779, -4.44879], [-0.30238, -1.20840, 2.20957], [-1.71539, -1.22041, 2.58603], [-2.58169, -1.95191, 1.56153], [-2.65514, -1.28410, 0.18577], [-3.69132, -0.72868, -0.16669], [-1.60932, -1.41406, -0.56491], [0.10639, -2.13456, 2.25723], [0.22931, -0.60401, 2.82376], [-2.03828, -0.18196, 2.65223], [-1.88251, -1.68604, 3.56710], [-3.59561, -2.01701, 1.95962], [-2.20231, -2.96966, 1.42600], [-5.05626, 0.03802, 3.66675], [-4.40645, 1.16224, 3.32034], [-4.13279, 1.43990, 2.03870], [-3.47817, 2.58554, 1.66562], [-3.06297, 2.74854, 0.27722], [-1.83076, 1.90674, -0.09358], [-1.47534, 1.92054, -1.26906], [-1.29913, 1.25277, 0.85888], [-2.99786, 3.47483, 2.59767], [-2.37923, 4.48408, 2.32689], [-3.29572, 3.14348, 3.91052], [-3.98442, 2.03913, 4.39531], [-4.16847, 1.87504, 5.58486], [-4.36889, 0.73801, 1.24553], [-2.84516, 3.80208, 0.12162], [-3.88186, 2.45505, -0.37779], [-2.95427, 3.79450, 4.60205]], "lowdin_charge": [1.169, -0.068, -0.710, -0.042, -0.033, -0.395, 0.929, -0.423, -0.703, -0.035, -0.066, -0.033, -0.393, -0.704, -0.035, -0.027, -0.068, 0.080, 0.082, 0.061, 0.083, 0.058, 0.083, 0.085, 0.063, 0.069, 0.093, 0.086, 0.063, 0.085, 0.058, 0.082, 0.068, 0.082, 0.082, 0.070, 0.079, 0.079, 0.073, 0.069, 0.082, 0.066, 0.081, 0.065, 0.003, -0.265, -0.106, -0.643, 0.021, -0.147, 0.062, 0.064, 0.084, 0.109, 0.109, 0.107, 0.075, -0.196, 0.046, 0.008, -0.026, -0.648, 0.009, -0.095, -0.470, 0.075, 0.214, -0.412, 0.073, 0.130, 0.127, 0.137, 0.162], "s2": 0.753, "charge": -1, "gap_ev": [8.3, 6.6], "spin_multiplicity": 2}